[1]
Molecular formula: C4H28N2O10S
Method: DFT, the ωB97M-V functional and the def2-TZVPD basis

```
45
Properties=species:S:1:pos:R:3:forces:R:3
C 0.5996 0.3823 1.4199 0.64 -0.90 -0.69
N 0.0351 1.2233 0.3515 -0.23 0.23 1.05
C -1.3691 1.6125 0.5850 0.06 0.68 -0.77
C -2.3971 0.6322 0.0476 -0.53 -0.59 1.88
S -4.0516 1.2918 -0.2434 -0.15 0.44 -0.66
C -1.6386 1.9327 2.0545 0.45 -0.59 0.18
N -0.8230 2.8506 2.6332 0.07 1.27 0.38
O -2.4744 1.3429 2.7073 -0.39 0.05 0.03
H 0.5302 -0.6882 1.1822 -0.36 0.00 0.09
H 0.1518 0.5440 2.3922 0.00 0.14 0.01
H 1.6790 0.5289 1.4982 -0.01 0.35 0.14
H 0.1111 0.7090 -0.5154 -0.32 0.11 -0.08
H -1.5758 2.5959 0.1395 0.29 -0.11 -0.51
H -2.0498 -0.0162 -0.7397 0.08 0.35 -0.67
H -2.6250 -0.0314 0.8834 0.30 -0.12 0.04
H -4.2845 1.6890 1.0187 0.13 -0.18 -0.05
H -1.1843 3.3068 3.4608 -0.05 -0.50 0.14
H -0.2288 3.4901 2.1255 -0.06 -0.47 -0.54
O -0.6661 -3.2902 2.9137 -0.27 -0.10 -0.28
H 0.2278 -3.4876 2.6284 0.08 0.04 0.29
H -0.6553 -2.9152 3.7985 0.22 -0.01 -0.03
O 3.4495 2.7160 -0.1785 -0.15 -0.22 0.30
H 2.7685 2.1411 0.2137 0.13 0.41 -0.26
H 3.8940 2.0982 -0.7702 0.01 0.02 0.01
O -0.1805 -0.3291 -2.9136 0.09 0.78 -0.09
H -0.0762 -0.0288 -3.8249 -0.14 -0.22 0.16
H -0.8969 -0.9940 -2.8996 0.11 0.29 0.17
O -1.9852 -2.0744 -2.2215 -0.23 0.00 -0.51
H -2.5542 -2.1211 -1.4425 0.34 -0.45 0.13
H -1.5629 -2.9261 -2.3731 -0.31 -0.06 0.40
O 2.3285 3.9559 -2.6287 0.40 0.02 -0.25
H 2.6826 3.6146 -1.7890 -0.43 0.04 0.04
H 1.3748 3.8610 -2.6283 -0.02 -0.08 0.30
O 2.8192 -4.2344 2.3899 0.80 -0.21 0.38
H 2.1571 -3.7420 2.8821 -0.08 -0.16 -0.62
H 2.5760 -4.5094 1.5009 -0.58 0.37 0.28
O 2.3518 0.7045 -1.8069 -0.02 -0.30 -0.06
H 2.7035 0.8891 -2.6830 -0.03 0.20 -0.06
H 1.3975 0.8484 -1.8883 0.21 -0.14 -0.24
O -2.2613 -2.5891 0.6662 0.50 0.41 0.60
H -2.2489 -1.6996 1.0531 -0.39 -0.10 -0.40
H -1.6271 -2.9841 1.2911 -0.32 -0.44 -0.22
O 1.7816 -2.1218 -3.7815 0.17 -0.21 -0.91
H 1.7609 -2.8680 -3.1793 0.19 0.39 0.33
H 2.0366 -1.3102 -3.3297 -0.22 -0.45 0.56
```
Forces are in eV/Å.

Properties
Relative energy (zero: lowest compared OMol25 entry of this formula, charge and spin): 90.4 kcal per mole
Orbital gap: 0.32204 hartree
HOMO energy: -0.3325 Eh
Spin multiplicity: 1
Strongest force on any atom: 2.041 eV/A

---

[2]
Molecular formula: C4H9N
Method: DFT, the ωB97M-V functional and the def2-TZVPD basis

```
14
Properties=species:S:1:pos:R:3:forces:R:3
N -2.1254 0.3305 -0.2198 0.46 0.06 1.28
C -0.9797 -0.6036 0.1246 0.72 2.24 0.45
C 0.3022 -0.0353 -0.5583 -0.35 -1.15 -0.49
C 1.2479 0.9013 0.2046 -1.64 -1.13 -0.26
C 1.6405 -0.5283 -0.0905 -0.66 -0.24 2.31
H -2.8930 0.0671 0.4178 0.34 0.63 -0.59
H -1.9113 1.3642 -0.0997 -0.11 -1.99 0.17
H -0.8150 -0.8816 1.2295 -0.07 1.17 -1.13
H -1.2453 -1.5470 -0.2617 -0.22 -1.13 -1.01
H 0.1898 0.0391 -1.6727 0.08 0.29 1.25
H 1.6475 1.7113 -0.3548 0.47 0.47 -0.17
H 0.8414 1.1065 1.1880 0.45 0.22 0.07
H 2.4692 -0.7221 -0.7133 0.52 -0.09 -0.94
H 1.6313 -1.2020 0.8061 -0.01 0.64 -0.93
```
Forces are in eV/Å.

Properties
Relative energy (zero: lowest compared OMol25 entry of this formula, charge and spin): 27.7 kcal per mole
Orbital gap: 0.38712 hartree
HOMO energy: -0.3415 Eh
Spin multiplicity: 1
Strongest force on any atom: 2.418 eV/A

---

[3]
Molecular formula: C5H15NO3P
Method: DFT, the ωB97M-V functional and the def2-TZVPD basis

```
25
Properties=species:S:1:pos:R:3:forces:R:3
C -3.3711 1.4010 2.8506 -1.26 1.25 1.80
C 1.3552 -0.6444 -2.7414 -1.67 1.45 -1.28
C 2.6847 -0.2958 -0.6775 -0.98 3.56 -1.17
C 1.7452 -2.4868 -1.2716 0.51 -1.89 -0.99
C -2.1218 2.0690 2.3930 0.89 3.75 0.86
N 1.8301 -1.0708 -1.5013 0.53 -1.81 1.93
O -2.8343 -0.7447 0.8079 0.86 1.13 0.32
O -1.3311 1.2607 1.5887 1.72 -3.68 -2.68
O -0.2954 -0.6581 0.0018 -0.51 0.48 0.14
P -1.2771 -0.3531 1.0790 -0.74 1.88 1.41
H -3.1064 0.7173 3.6725 -0.30 0.15 -0.15
H -4.1059 2.2124 3.2762 1.28 -1.71 -0.87
H -3.8236 0.8017 2.0644 -0.23 0.44 0.02
H 0.4045 -1.2166 -2.9334 1.11 0.59 -0.24
H 1.1218 0.4352 -2.6970 0.04 -0.47 0.03
H 2.1118 -0.7353 -3.5602 -0.41 -0.40 0.57
H 3.7412 -0.3622 -0.8831 0.38 -0.15 -0.77
H 2.2909 0.7543 -0.7884 0.99 -0.69 -0.34
H 2.6064 -0.3647 0.3523 -0.68 -1.46 2.06
H 1.6893 -2.8347 -2.3117 -0.10 -0.69 0.38
H 2.7101 -2.8452 -0.8863 -0.28 0.24 0.21
H 0.9325 -3.0504 -0.7133 0.53 1.72 -0.32
H -1.4013 2.4944 3.2442 -1.74 -1.22 -1.39
H -2.2916 3.0445 1.7667 -0.09 -1.84 0.90
H -3.0500 -1.5142 0.2898 0.16 -0.62 -0.43
```
Forces are in eV/Å.

Properties
Net charge: +1
Relative energy (zero: lowest compared OMol25 entry of this formula, charge and spin): 64.1 kcal per mole
Orbital gap (alpha / beta): 0.32762 / 0.20176 hartree
HOMO energy (alpha / beta): -0.4897 / -0.4383 Eh
Spin multiplicity: 1
Strongest force on any atom: 4.867 eV/A

---

[4]
Molecular formula: C18H20ClO4S2
Method: DFT, the ωB97M-V functional and the def2-TZVPD basis

```
45
Properties=species:S:1:pos:R:3:forces:R:3
Cl -2.3879 -3.4265 2.2947 -0.08 0.11 -0.40
C 0.5316 0.4655 3.3745 -0.57 0.45 0.12
S 0.9569 -1.1741 3.9351 -0.12 -1.38 0.25
O -0.2368 -1.7750 4.6359 1.06 0.73 -0.71
C 1.2454 -1.9977 2.3185 -0.43 -0.14 -0.17
H 1.4320 1.0493 3.1835 -0.03 -0.16 -0.24
H 0.0267 0.8745 4.2497 0.16 0.12 0.17
H -0.1958 0.5338 2.5656 0.35 -0.27 -0.21
H 1.8183 -1.3486 1.6563 0.07 0.19 0.16
H 0.3186 -2.2793 1.8186 -0.42 0.35 0.28
H 1.7591 -2.9526 2.4296 0.23 0.18 0.54
C -5.4671 -0.4585 2.5082 0.58 -0.69 0.09
S -4.4109 0.0689 3.9594 0.22 -1.19 0.39
O -4.1123 -1.1558 4.8262 -0.68 1.91 -1.36
C -2.8448 0.4733 3.0488 -0.60 -1.05 0.06
H -5.4754 0.2716 1.6989 0.22 0.16 0.17
H -6.4962 -0.7103 2.7642 0.02 0.48 0.66
H -5.0745 -1.4108 2.1516 0.55 0.04 -0.10
H -2.9493 1.2433 2.2844 -0.23 0.24 0.31
H -2.5334 -0.4489 2.5581 0.02 -0.33 0.04
H -2.1048 0.6961 3.8174 -0.32 0.19 -0.05
C 3.9457 3.4839 -2.9591 -1.20 -1.20 0.85
C 3.7707 3.1143 -4.3010 -1.02 -1.62 0.10
C 2.9077 2.0462 -4.6003 0.48 1.05 -0.06
C 2.1429 1.3339 -3.6237 0.99 -1.17 -2.07
C 2.3456 1.7111 -2.3021 -1.07 -0.07 2.11
C 3.2027 2.7638 -1.9819 1.55 1.82 -0.98
C 1.6002 1.0309 -1.2165 -1.05 -2.43 -1.05
O 1.6078 1.3028 -0.0294 0.87 1.71 1.96
C 0.7561 -0.2046 -1.5369 0.01 1.69 -0.53
C -0.1387 -0.7741 -0.5440 1.28 0.68 -2.54
C -0.8852 -1.8772 -0.9336 0.11 0.88 2.48
C -0.8059 -2.3915 -2.1995 -0.05 0.33 -0.08
C -0.0590 -1.7259 -3.1341 -0.48 -1.76 -1.60
C 0.7426 -0.6295 -2.8883 0.22 0.40 0.89
C 1.5160 0.0360 -3.9786 -0.23 0.74 1.35
O 1.6383 -0.5009 -5.0848 -0.03 -0.05 -0.86
H 4.6383 4.2787 -2.7248 -0.02 0.04 0.40
H 4.3590 3.5430 -5.0987 -0.04 0.23 -0.09
H 2.8515 1.8143 -5.6536 -0.29 -0.53 0.00
H 3.3491 3.0753 -0.9582 -0.25 -0.28 0.25
H -0.2179 -0.2122 0.3749 -0.01 -0.48 0.23
H -1.5123 -2.3347 -0.1827 -0.28 -0.19 0.14
H -1.4210 -3.2550 -2.4052 0.11 -0.09 -0.44
H -0.1336 -2.1670 -4.1170 0.39 0.34 -0.47
```
Forces are in eV/Å.

Properties
Net charge: -2
Orbital gap (alpha / beta): 0.16236 / 0.23000 hartree
Expectation value of S²: 0.773
HOMO energy (alpha / beta): -0.0030 / -0.0706 Eh
Spin multiplicity: 2
Strongest force on any atom: 2.930 eV/A

---

[5]
Molecular formula: C14H20N2O2
Method: DFT, the ωB97M-V functional and the def2-TZVPD basis

```
38
Properties=species:S:1:pos:R:3:forces:R:3
C 1.7335 -2.1076 2.2806 -0.90 -3.09 -6.98
N 1.4189 -0.8542 1.4266 6.20 -6.64 -1.25
C 1.3763 -1.0836 -0.0832 11.48 0.43 7.40
H 2.4136 -1.5799 -0.2299 -1.10 0.97 -0.07
C 0.4974 -1.8922 -0.5073 -13.13 -8.46 -3.06
N -0.9298 -1.2293 -0.5371 2.38 -1.45 -2.67
C -1.7039 -0.7501 0.6310 4.87 -3.34 -9.87
O -2.6489 -0.2667 0.1892 -6.72 3.63 1.58
C -1.0002 -1.0646 1.7411 -2.67 3.79 6.45
H -0.9511 -2.0068 1.9799 -0.01 -5.64 0.47
H -1.9121 -0.7442 2.4155 2.30 0.04 0.55
C 0.3306 -0.4443 1.9359 -5.42 10.91 4.74
H 0.6161 -0.0354 3.1026 -1.43 -1.57 -2.65
H 0.1660 0.6688 1.4802 0.05 -1.84 0.87
C -1.4034 -1.1328 -2.0384 -4.13 -3.57 6.34
C -0.8683 -0.0880 -2.7233 4.41 4.92 -4.13
O -1.1520 1.3709 -2.4121 -3.48 -5.74 -5.14
C -0.5747 1.8842 -1.3840 4.08 -3.59 -5.91
C -1.3726 2.4948 -0.6689 -7.24 6.85 13.08
C -0.8539 3.1473 0.5789 3.95 -0.68 -3.97
C 0.7234 3.2326 0.5668 -10.18 4.94 7.85
C 1.2727 2.5687 -0.2855 10.94 -5.12 -11.07
C 0.7267 1.9314 -1.4545 0.48 3.63 8.08
H 1.3050 1.5076 -2.0885 3.48 -2.62 -4.25
H 2.5908 2.6444 -0.5877 -3.67 -0.04 1.79
H 1.0777 3.8770 1.3408 0.79 -0.02 0.25
H -1.2539 3.7496 1.3837 -0.94 -0.33 -0.36
H -2.4842 2.3117 -0.7101 1.46 0.38 -0.35
H -1.1681 -0.2383 -3.7622 -0.05 0.65 -0.17
H 0.2405 -0.1379 -2.7465 -0.31 0.00 -0.07
H -1.5112 -2.1463 -2.5821 0.90 1.53 0.90
H -2.4343 -0.8323 -1.8945 -0.72 -0.30 0.02
H 0.5201 -2.3287 -1.5331 0.79 0.40 0.77
H 0.2108 -2.8251 0.1883 1.56 1.61 -1.35
H 1.4626 -0.1498 -0.3153 -0.01 5.37 -2.73
H 2.6192 -2.5961 1.7719 -0.99 0.19 0.50
H 2.0484 -1.8924 3.1831 1.12 1.68 4.61
H 0.8725 -2.9622 2.3481 1.83 2.12 -0.22
```
Forces are in eV/Å.

Properties
Relative energy (zero: lowest compared OMol25 entry of this formula, charge and spin): 348.8 kcal per mole
Orbital gap: 0.33147 hartree
HOMO energy: -0.3047 Eh
Spin multiplicity: 1
Strongest force on any atom: 16.447 eV/A

---

[6]
Molecular formula: C5H25NO7
Method: DFT, the ωB97M-V functional and the def2-TZVPD basis

```
38
Properties=species:S:1:pos:R:3:forces:R:3
C -1.5165 -2.8321 2.3625 0.88 -0.65 -0.69
C -1.1522 -1.5438 1.6666 -1.61 1.28 -0.86
C -0.6275 -1.7169 0.2385 0.11 -0.57 0.06
C -1.7195 -1.8533 -0.8634 1.18 1.06 1.37
N -1.9686 -0.5978 -1.5494 -0.86 -0.43 -0.79
C -2.0562 0.6061 -0.8346 1.57 1.71 -0.04
O -3.0806 0.7052 0.1018 -0.39 -0.09 0.72
H -0.5866 -3.3917 2.5267 -0.07 0.09 0.51
H -2.0250 -3.4978 1.6555 -0.48 0.23 0.21
H -2.0797 -2.7187 3.2844 0.00 -0.02 -0.02
H -2.0247 -0.8877 1.5492 -0.44 -0.41 0.10
H -0.5736 -0.8552 2.2501 1.13 -0.15 0.56
H -0.0562 -2.6496 0.2097 0.45 0.30 -0.10
H -0.0212 -0.8529 -0.0376 0.44 -0.31 0.02
H -1.3312 -2.5393 -1.6000 -0.46 -0.45 -0.18
H -2.6008 -2.1706 -0.3222 -0.55 -0.52 -0.43
H -1.5194 -0.5366 -2.4479 -0.01 0.22 0.12
H -1.1333 0.8813 -0.2801 -0.21 -0.76 0.59
H -1.9913 1.4893 -1.4890 -0.86 -0.44 -0.69
H -3.9559 0.4744 -0.2268 0.25 -0.05 -0.51
O 2.8468 0.8439 -0.8033 0.21 -0.26 0.19
H 3.0876 1.2226 0.0480 -0.16 0.37 0.31
H 3.3639 0.0326 -0.8025 0.08 0.03 -0.24
O 3.6317 1.7022 2.7593 0.20 0.05 -0.32
H 2.7470 1.9113 3.0784 -0.06 -0.20 -0.03
H 3.7962 0.7692 2.9293 -0.24 0.11 0.17
O -0.0656 2.4146 1.8434 -0.25 -0.07 -0.68
H -0.4257 1.6629 1.3559 0.03 -0.44 0.52
H -0.2119 3.0682 1.1428 0.38 0.51 0.22
O 1.9272 -2.5751 -1.6937 -0.01 -0.20 -0.16
H 2.2050 -2.5681 -2.6164 0.02 0.05 0.11
H 2.3432 -1.8124 -1.2862 -0.13 0.09 -0.02
O 0.3239 3.9776 -0.7990 -0.56 -0.25 1.17
H 1.1137 4.5167 -0.8505 -0.04 -0.08 -0.69
H -0.0100 3.6617 -1.6390 0.60 0.26 -0.46
O 1.4632 2.0936 -3.0315 -0.20 0.16 -0.34
H 1.9578 1.5310 -3.6389 -0.07 0.13 0.19
H 1.9261 2.0347 -2.1901 0.13 -0.30 0.13
```
Forces are in eV/Å.

Properties
Relative energy (zero: lowest compared OMol25 entry of this formula, charge and spin): 28.1 kcal per mole
Orbital gap: 0.31341 hartree
HOMO energy: -0.3141 Eh
Spin multiplicity: 1
Strongest force on any atom: 2.322 eV/A

---

[7]
Molecular formula: C2H2Cl2O2S
Method: DFT, the ωB97M-V functional and the def2-TZVPD basis

```
9
Properties=species:S:1:pos:R:3:forces:R:3
C -0.2544 -0.3770 -1.4894 0.13 3.35 2.76
C -0.0780 0.6650 -0.3897 -1.51 -6.59 -4.68
Cl 0.3583 2.2493 -0.3576 0.08 1.27 -0.61
S -0.0815 -0.1031 1.2432 -0.90 3.88 1.45
O -0.2961 0.9889 2.2124 0.09 -2.48 -1.70
O -0.7879 -1.3281 1.3064 -0.15 -0.42 -0.13
Cl 1.8461 -0.4211 1.2213 1.82 -0.78 0.57
H -0.3876 -0.2376 -2.6637 0.61 0.17 2.98
H -0.3190 -1.4362 -1.0829 -0.17 1.60 -0.64
```
Forces are in eV/Å.

Properties
Relative energy (zero: lowest compared OMol25 entry of this formula, charge and spin): 62.3 kcal per mole
Orbital gap: 0.34088 hartree
HOMO energy: -0.3660 Eh
Spin multiplicity: 1
Strongest force on any atom: 8.220 eV/A

---

[8]
Molecular formula: C5H14NO
Method: DFT, the ωB97M-V functional and the def2-TZVPD basis

```
21
Properties=species:S:1:pos:R:3:forces:R:3
C 1.1056 0.6530 -0.1600 -0.89 2.19 -0.93
C -0.3274 1.2402 -0.3109 0.00 -0.51 1.78
C -0.9246 1.4098 1.1184 0.07 1.24 -0.48
C -1.4773 -0.8001 1.9858 -0.87 0.49 0.37
C -0.7244 0.3083 2.1244 0.26 -1.46 -1.63
N 1.0093 -0.8186 -0.2820 1.18 -0.94 -0.31
H 1.7136 1.2403 -0.8443 0.34 -1.32 -1.17
H 1.6650 0.9633 0.7280 -0.78 -0.72 0.62
H -0.9894 0.5854 -0.8736 0.25 -0.35 -0.24
H -0.3426 2.1880 -0.8460 0.24 0.02 0.15
H -0.4590 2.3277 1.4915 -0.16 -0.07 0.25
H -1.9971 1.6153 1.0473 0.18 0.02 -0.04
H -2.1546 -0.8870 1.1306 -0.10 0.45 0.22
H -1.7636 -1.5194 2.7477 1.12 -0.32 0.03
H 0.1809 0.3287 2.7252 -0.63 0.29 0.84
H 1.9196 -1.2688 -0.4220 0.12 0.11 0.49
H 0.4965 -1.2215 -1.0813 -0.31 0.75 -0.20
H 0.5679 -1.1695 0.5809 -0.02 -0.02 -0.04
H 1.0397 -0.9135 -3.6998 -0.18 -0.88 -0.65
H 0.6608 -2.5070 -3.8759 0.21 0.80 -0.28
O 0.8008 -1.7545 -3.2839 -0.03 0.23 1.23
```
Forces are in eV/Å.

Properties
Net charge: +1
Relative energy (zero: lowest compared OMol25 entry of this formula, charge and spin): 47.8 kcal per mole
Orbital gap: 0.37911 hartree
HOMO energy: -0.4927 Eh
Spin multiplicity: 1
Strongest force on any atom: 2.541 eV/A